No. 1
Density functional theory data (ωB97M-V/def2-TZVPD) for an isolated molecule of C2H5IN4.

XYZ file:
```
12
Properties=species:S:1:pos:R:3:forces:R:3
C -0.286 0.945 0.572 -1.196 -0.669 -2.779
C -1.403 -0.292 -0.961 -1.604 0.491 -0.772
N 0.812 1.725 0.820 2.193 2.083 1.064
N 1.440 -1.811 0.665 -0.710 -0.060 -1.382
N -0.166 0.373 -0.560 -1.963 -1.653 0.766
N 1.941 1.569 0.466 -0.471 0.099 0.437
I 2.589 -0.518 -0.193 0.225 -0.359 0.624
H -1.291 1.223 0.952 1.038 -0.444 0.742
H -1.604 0.047 -2.003 -0.355 0.377 0.759
H -2.249 -0.026 -0.216 0.989 -0.513 -1.478
H -1.459 -1.387 -1.173 1.077 0.552 0.991
H 1.676 -1.847 1.631 0.778 0.096 1.027
```
Positions in Å, forces in eV/Å.

For the gap between HOMO and LUMO (alpha / beta), the calculation gives 7.010 / 7.011 eV. Its energy above the lowest of the compared OMol25 structures with the same formula, charge and spin is 3.374 eV. As for the largest force on an atom: 3.2 eV Å⁻¹. The calculation puts the lowest unoccupied orbital energy (alpha / beta) at -0.7467 / -0.7462 eV. For the HOMO energy (alpha / beta), the calculation gives -7.8 / -7.8 eV.

***

No. 2
Density functional theory data (ωB97M-V/def2-TZVPD) for the ion C3H6O2P with charge -1.

XYZ file:
```
12
Properties=species:S:1:pos:R:3:forces:R:3
C -0.120 0.534 -0.198 0.356 -1.691 -1.884
C 1.171 -0.293 -0.077 3.581 0.244 -1.327
C -0.968 -0.369 0.691 2.713 -0.696 -0.230
O 1.225 -0.281 2.740 -1.500 -1.296 -2.863
O 0.579 -2.567 1.676 0.013 -0.543 -0.717
P 0.637 -1.093 1.520 0.555 2.984 2.971
H 0.053 1.484 0.204 0.091 1.414 0.859
H -0.319 0.686 -1.304 -0.529 -0.259 1.156
H 1.331 -1.103 -0.883 -0.555 1.243 0.979
H 2.168 0.400 -0.127 -2.150 -1.775 0.384
H -1.778 -0.039 1.198 -2.314 1.780 1.972
H -1.352 -1.213 0.203 -0.262 -1.405 -1.301
```
Positions in Å, forces in eV/Å.

For the gap between HOMO and LUMO, the calculation gives 8.617 eV. Its energy above the lowest of the compared OMol25 structures with the same formula, charge and spin is 0.313 eV. As for the largest force on an atom: 4.2 eV Å⁻¹. The calculation puts the lowest unoccupied orbital energy at 4.2889 eV. For the HOMO energy, the calculation gives -4.3 eV. As for the charge: -1.

***

No. 3
Density functional theory data (ωB97M-V/def2-TZVPD) for a structure of composition C41H58N6NaO8SSi.

XYZ file:
```
116
Properties=species:S:1:pos:R:3:forces:R:3
Na -0.879 -0.485 -0.424 -0.403 -0.151 0.236
O -6.326 -5.423 1.231 0.028 0.009 0.010
C -5.550 -5.473 0.259 -0.058 -0.005 -0.037
O -5.409 -6.331 -0.631 0.029 0.013 0.019
C -4.611 -4.245 0.125 0.010 -0.001 0.027
C -3.723 -4.127 -0.932 -0.025 -0.018 -0.016
C -2.923 -2.996 -1.034 -0.049 -0.013 -0.026
N -2.953 -2.004 -0.140 0.219 0.005 -0.113
C -3.822 -2.108 0.863 -0.048 0.083 0.077
C -4.661 -3.201 1.035 -0.011 0.018 -0.046
C -3.892 -0.962 1.811 0.032 -0.011 0.020
C -5.130 -0.572 2.330 0.035 -0.017 0.008
C -5.179 0.461 3.243 0.014 0.010 0.007
C -3.989 1.073 3.620 0.012 0.017 0.010
C -2.809 0.631 3.039 -0.036 -0.049 -0.052
N -2.754 -0.351 2.139 0.015 0.042 -0.017
C -2.052 -2.791 -2.225 -0.013 0.031 -0.035
C -1.477 -3.869 -2.892 0.008 -0.014 -0.018
C -0.764 -3.632 -4.053 -0.005 0.029 -0.004
C -0.628 -2.329 -4.503 0.006 -0.039 0.016
C -1.184 -1.316 -3.743 0.002 0.006 0.001
N -1.895 -1.530 -2.641 -0.003 0.002 0.041
H -3.711 -4.915 -1.673 -0.010 0.002 0.004
H -5.356 -3.273 1.861 0.004 -0.038 -0.003
H -6.027 -1.084 2.010 -0.010 0.013 0.012
H -6.125 0.778 3.665 -0.002 -0.001 -0.006
H -3.968 1.853 4.372 0.001 0.005 -0.004
H -1.857 1.090 3.282 -0.008 -0.021 0.039
H -1.592 -4.871 -2.502 -0.005 0.004 0.000
H -0.316 -4.454 -4.596 0.003 0.001 -0.003
H -0.082 -2.097 -5.407 0.014 0.009 0.003
H -1.052 -0.279 -4.032 0.005 -0.006 -0.003
N -2.597 3.728 1.522 -0.193 -0.259 0.101
C -2.673 3.170 0.137 0.032 -0.078 0.021
C -1.680 3.861 -0.784 0.020 -0.046 0.029
C -1.431 2.912 -1.961 -0.106 -0.048 -0.041
N -0.777 1.729 -1.419 0.180 -0.167 0.118
C -2.775 2.595 -2.641 0.025 -0.015 -0.001
C -3.939 2.194 -1.712 -0.081 0.059 0.025
N -3.850 0.827 -1.209 0.131 -0.013 -0.024
C -4.042 3.152 -0.499 -0.020 -0.070 -0.043
H -1.598 3.422 1.857 0.143 0.025 -0.067
H -3.249 3.227 2.131 -0.031 0.091 -0.067
H -2.770 4.727 1.580 0.079 0.047 -0.025
H -2.372 2.129 0.273 0.054 0.030 0.009
H -0.738 4.058 -0.268 0.001 -0.004 0.008
H -2.097 4.811 -1.133 0.024 0.024 -0.029
H -0.799 3.422 -2.699 -0.019 0.064 0.012
H -0.075 2.014 -0.737 0.001 0.011 -0.048
H -0.240 1.128 -2.057 -0.191 0.208 -0.144
H -2.638 1.808 -3.387 0.013 -0.002 0.011
H -3.077 3.497 -3.185 -0.005 -0.006 -0.008
H -4.863 2.313 -2.287 0.024 0.006 -0.044
H -3.078 0.300 -1.603 -0.015 -0.022 -0.063
H -4.687 0.295 -1.403 -0.033 0.010 0.050
H -4.798 2.747 0.179 0.006 0.011 0.018
H -4.347 4.155 -0.815 0.001 0.027 0.015
C 2.853 2.197 -0.650 0.008 -0.026 -0.003
C 3.975 1.389 -1.293 -0.012 0.032 0.019
C 4.638 2.197 -2.405 -0.014 -0.013 -0.001
C 5.013 0.992 -0.244 -0.009 -0.006 -0.010
O 3.460 0.222 -1.913 0.043 -0.047 -0.019
Si 2.312 -0.871 -1.416 -0.024 -0.001 0.053
O 0.826 -0.491 -1.751 0.219 0.039 -0.083
O 2.578 -1.033 0.220 0.019 0.016 0.018
C 2.301 -2.110 1.101 -0.006 -0.026 -0.008
C 0.946 -2.752 0.797 0.023 0.038 0.001
C 2.278 -1.508 2.502 0.001 -0.004 0.014
C 3.413 -3.151 0.984 -0.011 0.010 -0.015
O 2.802 -2.314 -2.077 -0.037 0.016 -0.020
C 3.575 -2.609 -3.228 0.008 -0.027 0.008
C 5.057 -2.473 -2.885 -0.016 -0.004 -0.005
C 3.251 -4.056 -3.590 0.009 0.019 -0.001
C 3.209 -1.688 -4.390 0.006 0.004 0.014
H 3.244 3.113 -0.201 -0.003 0.007 -0.002
H 2.362 1.619 0.134 -0.007 0.007 0.000
H 2.111 2.463 -1.406 0.003 0.010 -0.002
H 5.076 3.116 -2.011 0.004 0.003 -0.002
H 3.898 2.455 -3.165 0.003 0.006 0.000
H 5.425 1.606 -2.877 0.000 0.002 0.003
H 5.473 1.880 0.195 0.003 -0.001 0.006
H 5.795 0.386 -0.708 0.004 0.007 -0.001
H 4.540 0.406 0.542 0.000 0.004 0.002
H 0.135 -2.066 1.053 -0.008 -0.032 0.016
H 0.805 -3.648 1.405 -0.006 -0.004 -0.005
H 0.876 -3.032 -0.256 -0.008 -0.007 0.002
H 1.521 -0.723 2.544 -0.001 0.001 -0.003
H 3.248 -1.062 2.733 0.001 -0.002 0.000
H 2.051 -2.269 3.252 0.000 0.006 0.002
H 3.421 -3.574 -0.020 0.002 -0.006 0.009
H 3.271 -3.953 1.712 0.004 -0.001 0.003
H 4.379 -2.676 1.167 0.002 0.001 0.002
H 5.306 -3.132 -2.051 0.005 0.002 0.000
H 5.274 -1.445 -2.594 0.001 0.002 0.002
H 5.680 -2.741 -3.743 0.010 0.002 0.003
H 3.478 -4.709 -2.745 0.000 0.000 0.001
H 3.832 -4.384 -4.455 -0.005 -0.005 -0.001
H 2.188 -4.150 -3.817 -0.003 0.001 -0.002
H 3.487 -0.659 -4.161 -0.001 -0.007 -0.007
H 2.131 -1.724 -4.555 -0.021 -0.009 -0.015
H 3.721 -2.002 -5.302 -0.002 0.001 -0.002
O 2.537 3.317 8.128 0.084 -0.014 -0.034
C 2.372 4.189 7.100 -0.315 0.073 0.132
O 2.621 5.351 7.282 0.127 -0.037 -0.057
C 1.821 3.647 5.830 0.078 -0.039 -0.047
C 1.614 2.290 5.577 0.028 0.015 0.031
C 1.077 1.861 4.378 -0.024 -0.023 -0.029
C 0.721 2.772 3.373 0.012 0.028 0.042
S 0.007 2.229 1.875 0.044 0.182 0.025
C 0.961 4.132 3.628 -0.022 -0.018 -0.003
C 1.492 4.558 4.827 0.015 0.018 0.017
H 2.240 2.439 7.866 0.011 -0.003 -0.010
H 1.880 1.526 6.301 0.003 -0.001 -0.002
H 0.928 0.804 4.200 -0.006 -0.002 0.005
H 0.729 4.851 2.851 0.002 0.018 0.004
H 1.670 5.609 5.015 -0.003 0.001 -0.007
```
Positions in Å, forces in eV/Å.

For the gap between HOMO and LUMO, the calculation gives 6.852 eV. Its energy above the lowest of the compared OMol25 structures with the same formula, charge and spin is 0.000 eV. As for the largest force on an atom: 0.5 eV Å⁻¹. The calculation puts the lowest unoccupied orbital energy at 1.2601 eV. For the HOMO energy, the calculation gives -5.6 eV. As for the charge: -1.

***

No. 4
Density functional theory data (ωB97M-V/def2-TZVPD) for a cluster of 3 separate species, C6H18O3 in total.

XYZ file:
```
27
Properties=species:S:1:pos:R:3:forces:R:3
C 12.409 -1.423 23.453 -0.378 0.235 0.148
C 13.522 -2.001 22.617 0.331 -0.060 0.005
O 13.395 -1.508 21.294 -0.018 0.000 0.010
H 11.494 -1.358 22.859 0.044 -0.153 -0.004
H 12.632 -0.410 23.790 0.067 -0.007 -0.053
H 12.197 -2.029 24.334 0.088 -0.025 0.028
H 13.496 -3.098 22.628 -0.157 0.021 -0.069
H 14.500 -1.718 23.035 -0.082 -0.005 0.002
H 14.002 -2.020 20.746 0.115 -0.030 -0.012
C 15.144 -0.097 25.692 -0.231 0.235 0.572
C 16.484 0.194 25.094 0.753 -0.199 -0.005
O 17.524 -0.540 25.761 -0.054 0.067 -0.132
H 14.373 0.538 25.254 -0.061 -0.156 -0.129
H 15.194 0.155 26.755 -0.141 -0.098 0.005
H 14.882 -1.149 25.605 -0.085 -0.028 -0.084
H 16.691 1.265 25.148 0.044 0.052 -0.131
H 16.546 -0.122 24.054 -0.103 0.112 -0.093
H 17.890 -0.011 26.475 -0.115 0.013 -0.003
C 13.284 -4.223 18.286 -0.132 -0.231 -0.250
C 14.447 -3.260 18.436 -0.162 -0.254 -0.149
O 15.033 -3.310 19.734 0.052 0.133 0.056
H 12.529 -4.098 19.061 0.107 0.136 0.092
H 13.616 -5.265 18.298 0.067 0.055 0.107
H 12.790 -4.073 17.321 0.060 0.074 0.032
H 14.107 -2.235 18.292 0.037 0.031 0.049
H 15.201 -3.477 17.675 0.015 0.115 0.001
H 15.642 -4.051 19.794 -0.062 -0.031 0.007
```
Positions in Å, forces in eV/Å.

For the gap between HOMO and LUMO, the calculation gives 10.437 eV. Its energy above the lowest of the compared OMol25 structures with the same formula, charge and spin is 0.708 eV. As for the largest force on an atom: 0.8 eV Å⁻¹. The calculation puts the lowest unoccupied orbital energy at 0.7333 eV. For the HOMO energy, the calculation gives -9.7 eV.

***

No. 5
Density functional theory data (ωB97M-V/def2-TZVPD) for a structure of composition C11H16HfIN2O3P.

XYZ file:
```
35
Properties=species:S:1:pos:R:3:forces:R:3
C -1.356 0.652 3.645 -0.210 -0.428 -0.205
C -0.886 1.665 2.725 0.816 2.367 1.456
O -0.430 2.729 2.890 -0.164 -0.894 -0.612
O -1.018 1.273 1.236 -1.463 -0.726 -1.046
C 0.124 1.112 0.457 0.086 0.577 -0.501
C -0.379 0.042 -0.514 -0.347 -0.118 1.662
C 0.285 -0.052 -1.715 1.123 1.604 -2.924
N 0.765 -0.198 -2.785 0.434 0.272 -0.590
C -0.348 -1.355 0.151 0.651 -0.273 0.056
C -1.696 -1.779 0.332 -2.048 -1.087 0.178
N -2.813 -2.041 0.490 0.823 0.485 -0.334
C 0.665 -2.342 -0.487 0.861 0.692 0.528
C 2.145 -1.997 -0.036 -0.534 0.733 -1.002
C 3.162 -1.401 -1.049 -0.796 -0.522 0.458
I 3.720 0.740 -1.054 -1.286 0.639 -0.580
P -2.002 0.941 -0.799 1.754 0.277 0.914
C -1.415 2.482 -1.738 0.380 -0.301 -0.179
O -2.976 0.257 -1.727 -0.465 -0.208 -0.640
H -0.618 0.574 4.420 0.429 -0.084 0.597
H -1.555 -0.295 3.193 -0.170 -0.547 -0.220
H -2.251 1.041 4.098 -0.632 0.175 0.376
H 0.314 2.071 -0.038 0.630 0.024 0.166
H 1.015 0.803 0.969 0.435 -0.166 0.584
H 0.055 -1.174 1.132 0.004 0.050 0.701
H 0.590 -2.437 -1.555 -0.242 -0.032 -0.568
H 0.386 -3.300 -0.099 0.077 -0.683 0.297
H 2.631 -2.904 0.269 0.156 -0.642 0.271
H 2.082 -1.376 0.838 0.270 0.189 0.672
H 2.923 -1.595 -2.066 -0.288 -0.033 -0.925
H 4.139 -1.817 -0.901 0.683 -0.019 0.340
H -1.796 3.419 -1.366 -0.336 0.417 0.290
H -1.706 2.360 -2.775 -0.384 -0.080 -0.482
H -0.305 2.586 -1.631 -0.818 0.736 0.601
H -3.009 -0.714 -1.869 -0.648 -0.312 0.241
Hf 1.214 2.017 -2.774 1.219 -2.085 0.421
```
Positions in Å, forces in eV/Å.

For the gap between HOMO and LUMO, the calculation gives 3.963 eV. As for the largest force on an atom: 3.5 eV Å⁻¹. The calculation puts the lowest unoccupied orbital energy at -18.6560 eV. For the HOMO energy, the calculation gives -22.6 eV. As for the charge: +4.

***

| no. | DFT total energy (eV) |
| --- | --- |
| 1 | -16209.616 |
| 2 | -16593.958 |
| 3 | -91920.256 |
| 4 | -12655.576 |
| 5 | -39427.674 |